14
Properties=species:S:1:pos:R:3:forces:R:3:nbo_charge:R:1 method="wB97M-V/def2-TZVPD" e_lumo_ev=0.85 homo_ev=-9.472 relative_energy_kcal_mol=68.7 smiles="C=C=CC.C=O" orbital_gap_ev=10.325
C 1.843 1.295 0.849 -0.4 0.4 0.2 0.26
O 1.092 2.161 1.223 0.7 -0.4 -0.1 -0.49
C -1.657 1.284 0.435 0.0 -0.3 -0.1 -0.46
C -1.018 0.223 0.018 0.4 0.0 0.0 0.09
C -0.158 -0.721 -0.273 -0.3 0.2 0.0 -0.29
C -0.347 -1.973 -1.092 -0.1 0.0 0.1 -0.63
H 2.220 1.248 -0.189 0.0 0.2 0.0 0.11
H 2.167 0.463 1.506 0.0 0.2 0.1 0.11
H 0.841 -0.547 0.141 -0.2 -0.3 -0.1 0.20
H -2.158 1.265 1.398 -0.1 0.1 -0.1 0.22
H -1.655 2.212 -0.134 -0.1 -0.2 0.1 0.23
H -0.002 -2.841 -0.520 0.0 0.1 -0.1 0.22
H -1.399 -2.142 -1.335 0.1 0.1 0.0 0.22
H 0.233 -1.929 -2.026 -0.2 0.0 0.3 0.22


14
Properties=species:S:1:pos:R:3:forces:R:3:nbo_charge:R:1 method="wB97M-V/def2-TZVPD" e_lumo_ev=0.97 homo_ev=-9.586 relative_energy_kcal_mol=60.9 smiles=CC#CCOC orbital_gap_ev=10.553
C 1.144 1.326 0.594 0.1 0.1 0.2 -0.25
O 1.153 1.318 -0.817 0.1 0.1 -0.1 -0.52
C 1.171 0.024 -1.383 0.0 -0.2 -0.2 -0.13
C 0.024 -0.753 -0.893 -0.5 0.1 0.4 -0.07
C -0.935 -1.026 -0.216 0.4 0.2 -0.3 0.01
C -2.089 -1.142 0.669 -0.1 0.0 0.1 -0.68
H 1.634 2.250 0.902 0.0 0.0 0.0 0.19
H 0.126 1.306 1.005 0.1 0.0 -0.2 0.17
H 1.688 0.469 1.011 0.0 0.1 -0.1 0.17
H 1.135 0.169 -2.466 0.0 -0.1 0.1 0.21
H 2.114 -0.488 -1.129 -0.1 0.0 -0.1 0.18
H -2.828 -0.381 0.395 0.0 -0.2 0.1 0.24
H -2.565 -2.125 0.628 0.1 0.1 0.0 0.24
H -1.770 -0.948 1.700 -0.1 -0.1 -0.1 0.23